12
Properties=species:S:1:pos:R:3:forces:R:3:nbo_charge:R:1 method="wB97M-V/def2-TZVPD" gap_ev=11.32 homo_energy_ev=-10.310 total_charge=0
Cl 1.35600 1.19114 -0.90723 -0.3 -1.3 0.3 -0.0905
F -1.78001 -0.91104 -0.27597 -2.0 -0.6 -0.9 -0.3263
C -0.64515 0.38516 1.35410 -2.5 0.3 1.4 -0.4368
C -0.18738 -1.01644 1.59300 -3.3 0.4 -0.4 -0.4452
C 0.41263 -0.40295 -0.88163 -1.0 1.7 -2.0 -0.3696
C -0.61476 -0.51055 0.20332 1.8 -0.2 1.5 0.3139
H -0.74684 -1.59805 2.32807 -0.3 -0.1 -0.8 0.2270
H 0.77952 -1.24339 1.60513 4.1 -0.5 0.3 0.2015
H -0.02713 1.24047 1.53059 0.2 0.4 -0.3 0.2352
H 1.01951 -1.25576 -1.00165 1.4 -0.6 0.4 0.2211
H -1.74364 0.43129 1.70480 1.9 0.5 -0.4 0.2291
H -0.10536 -0.35590 -1.87309 0.0 0.1 1.0 0.2406

12
Properties=species:S:1:pos:R:3:forces:R:3:nbo_charge:R:1 method="wB97M-V/def2-TZVPD" gap_ev=10.52 homo_energy_ev=-9.550 total_charge=0
Cl 2.52123 -1.17879 0.00956 -0.9 0.4 -0.2 -0.1115
F -2.85727 -1.29122 -0.10091 -0.5 -0.3 -0.5 -0.3293
C -1.96661 -0.30674 -0.22086 3.0 -0.5 2.6 0.2250
C 1.46550 0.26077 -0.47829 2.4 0.5 -0.3 -0.3231
C 0.33233 0.54912 0.41838 -1.2 0.4 2.1 -0.4715
C -0.73837 -0.46184 0.36055 -2.3 0.7 -2.3 -0.2637
H -0.12459 1.56135 0.24174 0.9 -0.7 0.2 0.2271
H 1.19690 0.12152 -1.52101 -0.1 -0.1 0.0 0.2190
H 0.67000 0.41307 1.50528 -0.1 1.0 -1.3 0.2318
H -2.35983 0.63888 -0.52268 -0.3 0.3 -0.5 0.1637
H -0.34869 -1.37689 0.69329 -0.4 -1.6 0.5 0.2141
H 2.20940 1.07076 -0.38504 -0.4 -0.2 -0.4 0.2185

14
Properties=species:S:1:pos:R:3:forces:R:3:nbo_charge:R:1 method="wB97M-V/def2-TZVPD" gap_ev=10.09 homo_energy_ev=-9.626 total_charge=0
Cl -0.60182 0.88040 -2.43257 -0.8 0.7 1.1 -0.0667
S 1.08720 0.85638 1.58383 -0.9 -0.1 -1.4 -0.0228
F -1.04772 2.21198 -0.19675 0.2 -0.2 0.2 -0.3009
O -1.81433 -0.19987 1.56286 0.3 -1.6 -3.6 -0.7118
C 1.37362 -0.72811 -0.80470 -5.3 -1.3 -0.9 -0.6035
C -0.71473 0.98808 -0.60506 -1.1 -2.3 -1.1 0.3319
C 0.27760 0.11757 0.02997 2.2 -1.1 1.0 -0.2082
C -1.19623 -0.37054 0.18391 -0.1 2.6 1.7 0.0483
H 2.22319 -0.15761 -0.93312 2.0 0.8 0.1 0.2239
H 1.26111 -0.33485 2.12958 0.1 -0.4 0.3 0.1333
H 0.89963 -0.88605 -1.90495 1.3 0.0 2.8 0.2314
H -1.49694 0.57885 1.99986 0.7 0.8 0.0 0.4847
H -1.66697 -1.24036 -0.35178 0.8 1.1 0.6 0.2355
H 1.41638 -1.71587 -0.26108 0.6 1.1 -0.7 0.2248

14
Properties=species:S:1:pos:R:3:forces:R:3:nbo_charge:R:1 method="wB97M-V/def2-TZVPD" gap_ev=8.51 homo_energy_ev=-8.897 total_charge=0
Cl -0.95738 1.79818 1.86843 -0.3 -0.1 0.3 0.0115
S -0.31296 0.85286 -2.38899 -2.8 -0.9 -0.2 -0.0345
S 1.91156 0.35756 0.88038 0.4 0.0 4.0 -0.0816
F -1.02913 -1.91433 -0.61099 1.5 -0.2 0.0 -0.3805
C -0.90545 0.78101 0.45675 -2.5 -0.8 -1.5 -0.2612
C 0.00800 1.13287 -0.62615 2.1 -0.3 -2.1 -0.3752
C 0.23096 -1.59839 -0.00197 1.1 -3.7 -1.1 0.0286
C 0.27124 -0.16188 0.13982 1.6 3.3 3.2 -0.2350
H 1.92748 0.79857 2.60028 -0.6 -1.4 -3.7 0.1749
H -2.00647 0.47483 -0.00692 3.0 0.5 1.7 0.2746
H 0.22653 -2.16286 0.94976 -0.2 0.8 -0.1 0.2024
H -1.59929 -0.04253 -2.38112 2.8 2.0 0.4 0.1662
H 0.95287 1.83833 -0.39858 -2.9 -1.1 -1.1 0.3061
H 1.28204 -2.15423 -0.48072 -3.3 1.9 0.3 0.2036